(1)
Formula: C46H56Br57F5NO4S
Source: OMol25
Level of theory: ωB97M-V/def2-TZVPD

Results
- calculated total energy (a.u.) = -149757.6505
- F_max (eV/Å) = 7.1
- HOMO (eV) = -10.3
- charge = +1
- gap between HOMO and LUMO (eV) = 5.95

Positions of all 170 atoms, in Å:
C 3.80241 4.38434 2.32467
C 2.57114 4.18142 1.33052
C 1.62573 3.01861 1.82908
C 0.09929 3.48384 1.92024
N -0.82022 2.51524 1.28379
C -0.77344 1.22195 1.80156
C -1.61532 0.09634 1.30113
C -1.46427 -1.32489 1.99217
C -0.03707 -1.60616 2.60035
C 1.16092 -1.34230 1.63983
C 1.22001 -1.69037 0.22447
C 2.45941 -1.40820 -0.54921
C 3.70900 -0.74836 0.09889
C 3.61360 -0.39789 1.52316
C 2.37422 -0.69578 2.26202
C -2.56485 0.39531 0.17019
C -3.50091 -0.71796 -0.38034
C -5.03956 -0.32281 -0.42324
C -2.99081 -1.38109 -1.75120
C -1.61685 -0.81695 -2.27854
C -2.55238 1.79518 -0.37733
S -3.59926 2.33637 -1.76135
O -3.81747 1.29241 -2.76695
O -2.99366 3.45360 -2.49807
C -5.23752 3.04864 -1.14344
F -4.97827 4.40341 -0.97285
F -5.58684 2.58812 0.09787
C -6.39060 2.96256 -2.21551
F -6.66839 1.70563 -2.63318
F -6.19259 3.81253 -3.26369
F -7.53628 3.42844 -1.59066
C -1.65818 2.79923 0.22905
O -1.63230 4.10411 -0.19945
C -0.51112 4.29837 -1.11182
C 0.01479 5.78898 -1.10300
O 1.44295 5.82085 -1.22754
C 1.83953 5.60025 -2.58675
C 3.29582 4.94925 -2.65707
H 3.54857 5.26259 2.97463
H 4.75437 4.61235 1.78656
H 3.97307 3.47938 2.96915
H 2.98682 3.89542 0.32132
H 2.06235 5.16779 1.19863
H 1.66402 2.14215 1.13064
H 1.95144 2.70454 2.86006
H -0.14904 3.52394 3.02182
H 0.01188 4.52934 1.54698
H -0.07848 1.03722 2.66010
H -1.66894 -2.09421 1.18937
H -2.23438 -1.44762 2.78904
H 0.00283 -2.69269 2.90236
H 0.09092 -0.97080 3.51136
H 0.33393 -2.17919 -0.23642
H 2.53489 -1.65651 -1.64356
H 4.63699 -0.51869 -0.46667
H 4.46855 0.07498 2.07237
H 2.38233 -0.40598 3.34744
H -3.45328 -1.55851 0.37384
H -5.59004 -1.30533 -0.36109
H -5.32720 0.24216 0.49194
H -5.35521 0.14284 -1.38597
H -2.97332 -2.50316 -1.64742
H -3.77301 -1.14567 -2.52865
H -1.55370 0.29486 -2.32651
H -0.77273 -1.30210 -1.72078
H -1.51384 -1.17641 -3.34380
H 0.35172 3.66303 -0.74041
H -0.70963 3.96009 -2.15913
H -0.21722 6.31901 -0.13595
H -0.43595 6.35148 -1.96265
H 1.14674 4.91902 -3.16788
H 1.92370 6.55995 -3.18173
H 3.81404 5.07838 -1.66265
H 3.92615 5.46741 -3.42325
H 3.20593 3.85110 -2.89859
C -5.85744 -4.72927 -0.40592
Br -6.08768 -3.57775 -1.94468
Br -6.63479 -6.47174 -0.69882
Br -4.00087 -4.84891 0.13078
H -6.39678 -4.27245 0.41802
C -9.13967 1.00691 -4.90248
Br -10.14992 0.55318 -6.48622
Br -10.26403 1.74185 -3.51298
Br -8.09557 -0.48696 -4.25626
H -8.43712 1.78435 -5.18529
C 3.92209 -4.45004 1.75885
Br 2.98357 -6.14385 1.59100
Br 5.84524 -4.69098 1.72223
Br 3.31805 -3.13168 0.42301
H 3.67079 -4.04389 2.73603
C -7.72580 6.89824 -0.14973
Br -7.49199 7.61393 -1.93027
Br -6.82788 7.97496 1.18270
Br -9.59469 6.63247 0.28014
H -7.25543 5.92045 -0.13689
C 5.76383 2.96456 5.72382
Br 6.72832 4.20394 4.59104
Br 4.43441 3.86368 6.80290
Br 4.99774 1.50176 4.70845
H 6.48826 2.52831 6.40816
C -14.31841 2.82255 -3.98345
Br -14.07563 3.54808 -5.75923
Br -13.43610 3.90176 -2.64135
Br -16.18622 2.54613 -3.56732
H -13.84177 1.84762 -3.97050
C 7.94829 -7.94066 0.01626
Br 8.95501 -6.33148 0.39960
Br 9.11127 -9.45623 -0.28796
Br 6.62760 -8.31177 1.38080
H 7.40831 -7.76374 -0.90814
C -10.94422 10.53882 0.27414
Br -10.71165 11.25680 -1.50647
Br -10.04786 11.61693 1.60671
Br -12.81289 10.27354 0.70308
H -10.47116 9.55973 0.28622
C 7.79907 5.62076 0.82356
Br 7.60109 6.82815 -0.67349
Br 6.91588 3.92918 0.50215
Br 9.65277 5.37834 1.31471
H 7.30278 6.08186 1.67193
C -2.11540 -0.28730 6.43420
Br -1.85115 0.42124 4.64689
Br -1.23663 0.79945 7.76899
Br -3.98481 -0.54922 6.84024
H -1.64406 -1.26472 6.45867
C 10.00817 1.63210 6.42837
Br 10.96611 2.87084 5.29540
Br 8.68459 2.53067 7.51734
Br 9.23283 0.17995 5.41461
H 10.73429 1.19452 7.10748
C 6.39344 -12.19937 -0.59227
Br 4.67668 -11.55929 0.02624
Br 7.24397 -13.34828 0.70839
Br 6.25964 -13.04969 -2.32483
H 7.03198 -11.33009 -0.71353
C 4.04857 -13.00354 -5.62084
Br 4.97043 -11.68704 -6.69713
Br 2.67298 -12.19915 -4.52579
Br 3.35408 -14.45263 -6.69631
H 4.78177 -13.43177 -4.94547
C 0.48942 -3.09743 -4.91778
Br 0.74009 -2.36457 -6.68755
Br 1.31240 -1.98447 -3.55749
Br -1.37566 -3.44372 -4.54036
H 0.99982 -4.05475 -4.89365
C 13.53715 -8.86925 -0.99992
Br 12.42593 -8.30337 -2.47911
Br 12.81448 -8.29595 0.69987
Br 13.86281 -10.77513 -1.03415
H 14.49803 -8.37984 -1.11867
C -6.43423 -0.88883 3.39033
Br -4.64599 -0.32524 2.88157
Br -7.41069 -1.64530 1.90139
Br -6.40402 -2.08816 4.90288
H -6.97009 0.00261 3.70048
C 12.29908 -1.64688 9.07086
Br 12.63403 0.25988 9.08792
Br 10.53627 -2.05792 8.38868
Br 13.67883 -2.60965 8.11958
H 12.32833 -1.98394 10.10178
C -6.52319 -6.95766 -4.80739
Br -6.75196 -5.78483 -6.32809
Br -7.29735 -8.70131 -5.11984
Br -4.66915 -7.08171 -4.27000
H -7.06468 -6.51279 -3.97828
C -1.37983 5.69867 -5.06071
Br -1.13460 7.61711 -5.04187
Br -3.12042 5.20175 -5.73718
Br 0.04551 4.80164 -6.01565
H -1.33254 5.36255 -4.02941

---

(2)
Formula: C46H57BaN7P2S2
Source: OMol25
Level of theory: ωB97M-V/def2-TZVPD

Results
- calculated total energy (a.u.) = -3675.0850
- F_max (eV/Å) = 0.7
- HOMO (eV) = -6.6
- charge = 0
- gap between HOMO and LUMO (eV) = 6.78

Positions of all 115 atoms, in Å:
Ba 0.11859 0.24794 0.18270
C 0.92808 0.75719 3.96177
N 1.85612 0.84306 2.82855
C 2.80123 -0.28952 2.92511
C 3.43548 -0.74863 1.62575
N 2.49180 -1.44927 0.73171
C 3.04526 -1.51467 -0.62519
C 2.17766 -2.76895 1.26296
C 3.13879 -3.77474 1.15717
C 2.94044 -5.03807 1.68368
C 1.75771 -5.29816 2.36367
C 0.80256 -4.30864 2.48109
C 0.96452 -3.02980 1.92354
S -0.35684 -1.88668 2.10537
C 2.51471 2.13465 2.76379
C 2.80666 2.81380 3.94908
C 3.38208 4.07249 3.95875
C 3.68897 4.68168 2.75149
C 3.42892 4.01556 1.57011
C 2.85136 2.73847 1.53478
S 2.60420 1.99791 -0.04170
H 1.43849 0.66735 4.92982
H 0.30104 -0.12163 3.82516
H 0.30210 1.65065 3.99165
H 2.24998 -1.12392 3.36410
H 3.60841 -0.02961 3.62595
H 4.27173 -1.41991 1.87204
H 3.83637 0.10499 1.08250
H 4.04053 -1.97366 -0.67388
H 3.13705 -0.50027 -1.01804
H 2.37250 -2.09551 -1.26013
H 4.07450 -3.55952 0.65721
H 3.70213 -5.79933 1.57743
H 1.58190 -6.27074 2.80672
H -0.11787 -4.50065 3.01623
H 2.57371 2.34654 4.89517
H 3.58539 4.56684 4.89951
H 4.13354 5.66830 2.72863
H 3.67592 4.47468 0.62132
N 1.27480 1.99617 -2.85758
C 0.36772 3.06271 -3.29606
C -1.08949 2.68668 -3.10708
N -1.53549 2.58881 -1.71539
C -2.92019 2.10486 -1.72318
C -3.42366 1.59844 -0.38439
N -2.75985 0.34615 -0.01414
C -1.44824 3.88720 -1.02740
C -0.33070 3.98942 -0.00540
N -0.55108 3.06570 1.11670
H 1.63732 2.24516 -1.93790
H 2.09520 1.98102 -3.45312
H 0.50650 3.25056 -4.36352
H 0.59029 4.00866 -2.78810
H -1.24279 1.70672 -3.56366
H -1.71548 3.41112 -3.65867
H -2.99252 1.28936 -2.44584
H -3.60239 2.89376 -2.08206
H -4.51299 1.49039 -0.45179
H -3.22058 2.32656 0.40246
H -2.97820 -0.37788 -0.69446
H -3.11214 0.00231 0.87448
H -2.40104 4.08824 -0.52685
H -1.32666 4.69321 -1.76272
H -0.26075 5.03304 0.32643
H 0.62775 3.72408 -0.45365
H -1.33430 3.39574 1.67204
H 0.26446 3.08960 1.72584
N -2.09860 -2.74496 -2.14596
P -1.49144 -1.36300 -2.92864
C -0.36836 -1.97226 -4.23529
C -0.60311 -3.14077 -4.95771
C 0.30132 -3.56408 -5.91582
C 1.44857 -2.81976 -6.16604
C 1.68980 -1.65654 -5.45194
C 0.78576 -1.23496 -4.48381
C -2.94618 -0.87034 -3.91860
C -4.24155 -1.07700 -3.44923
C -5.33285 -0.57176 -4.14443
C -5.14152 0.14977 -5.31211
C -3.85299 0.35890 -5.78804
C -2.76454 -0.14761 -5.09769
P -1.03736 -3.42525 -0.95895
C -0.30601 -4.83120 -1.87266
C -1.05931 -5.86188 -2.43375
C -0.44742 -6.83806 -3.20233
C 0.92901 -6.80398 -3.40193
C 1.68926 -5.79838 -2.82740
C 1.07086 -4.81551 -2.06544
C -2.27218 -4.28091 0.07036
C -3.54710 -3.76137 0.26229
C -4.43369 -4.37499 1.13632
C -4.05078 -5.51211 1.83011
C -2.77861 -6.03737 1.64299
C -1.89623 -5.42679 0.76775
H -2.61410 -3.40490 -2.72567
H -1.48498 -3.74078 -4.76473
H 0.11811 -4.48131 -6.46054
H 2.15704 -3.15409 -6.91282
H 2.58786 -1.08154 -5.63842
H 0.98216 -0.33948 -3.90184
H -4.40166 -1.63524 -2.53380
H -6.33352 -0.74608 -3.77046
H -5.99151 0.54212 -5.85447
H -3.69633 0.91417 -6.70349
H -1.76449 0.01050 -5.48512
H -2.12950 -5.90520 -2.26054
H -1.03892 -7.63304 -3.63789
H 1.40719 -7.57140 -3.99713
H 2.76139 -5.77477 -2.97187
H 1.66127 -4.02695 -1.61377
H -3.84628 -2.86644 -0.27104
H -5.42364 -3.96062 1.27758
H -4.73968 -5.98858 2.51562
H -2.47326 -6.92590 2.18066
H -0.90716 -5.84312 0.62645

---

(3)
Formula: C46H57BrFNO11
Source: OMol25
Level of theory: ωB97M-V/def2-TZVPD

Results
- calculated total energy (a.u.) = -5341.9989
- F_max (eV/Å) = 9.7
- HOMO (eV) = -8.7
- SMILES string = CCCCCc1cc2c(cc1C[C@@H](C)F)C(=O)c1c(CCOC(C)=O)c(N(C)C(C)=O)c(CC(=O)Br)c(COc3ccccc3)c1C2=O.CCOC(C)=O.CCOC(C)=O
- charge = 0
- gap between HOMO and LUMO (eV) = 6.86

Positions of all 117 atoms, in Å:
C 7.66257 0.78933 3.53856
C 7.89465 -0.25012 2.28190
C 6.58866 -0.31223 1.24334
C 6.47613 1.00699 0.27128
C 5.56887 0.73006 -1.10615
C 4.35865 -0.33513 -0.70110
C 2.97254 0.25836 0.01112
C 1.80754 -0.82620 0.44268
C 2.07315 -2.44624 0.12246
C 3.42085 -3.03980 -0.59759
C 4.58584 -1.94600 -1.02571
C 5.93595 -2.54656 -1.75519
C 5.59815 -2.84335 -3.33938
C 5.64411 -1.37938 -4.10982
F 6.60940 -3.73538 -3.96953
C 0.82038 -3.46632 0.55584
O 1.04516 -4.67721 1.07550
C -0.69933 -2.83926 0.25522
C -1.97243 -3.70651 -0.30273
C -1.78214 -5.34898 -0.55418
C -2.33922 -6.09188 0.83706
O -1.75607 -5.42386 2.01108
C -2.64477 -5.47235 3.18334
C -2.57640 -4.14595 4.19831
O -3.42873 -6.55137 3.43665
C -3.46525 -3.02247 -0.62302
N -4.52072 -3.97252 -1.13843
C -5.59729 -4.27868 -0.12740
C -5.05553 -3.59556 -2.49717
C -4.08837 -3.94055 -3.81663
O -6.20236 -2.97208 -2.77230
C -3.65393 -1.41641 -0.32359
C -5.15027 -0.77870 -0.59829
C -5.27334 0.02267 -2.04597
O -6.30978 0.87233 -2.26745
Br -3.98817 -0.20517 -3.57420
C -2.43693 -0.47950 0.25445
C -2.51954 1.11298 0.63177
O -3.42876 1.91067 -0.20493
C -3.75264 3.19706 0.49705
C -4.57285 3.29955 1.91732
C -4.91333 4.67128 2.74795
C -4.40029 6.10445 2.07511
C -3.60851 6.05690 0.62249
C -3.26667 4.64379 -0.17200
C -0.96705 -1.22036 0.53290
C 0.35332 -0.40027 1.15093
O 0.25531 0.48446 2.15124
H 6.76291 0.39237 4.18845
H 7.50776 1.88344 3.13425
H 8.67326 0.80512 4.16428
H 8.87036 -0.05153 1.66569
H 7.94849 -1.34179 2.76201
H 6.73565 -1.33318 0.64399
H 5.63663 -0.44740 1.92854
H 7.55941 1.33172 -0.02929
H 5.92767 1.84416 0.90584
H 6.24706 0.31313 -1.96936
H 5.06843 1.77626 -1.36709
H 2.79276 1.40051 0.21235
H 3.57122 -4.18674 -0.80570
H 6.87940 -1.85606 -1.65664
H 6.17924 -3.57665 -1.21014
H 4.53879 -3.32786 -3.46065
H 4.85117 -0.67963 -3.59836
H 5.36746 -1.54231 -5.25233
H 6.71540 -0.89359 -4.10112
H -2.48476 -5.68895 -1.42608
H -0.64109 -5.53445 -0.73601
H -3.50599 -5.94488 0.84100
H -2.02231 -7.24264 0.82071
H -1.92993 -4.37682 5.16872
H -2.06144 -3.23922 3.62973
H -3.66626 -3.83531 4.52236
H -6.64364 -3.80247 -0.34097
H -5.26017 -3.85946 0.93843
H -5.74619 -5.44169 0.03730
H -4.58587 -3.60663 -4.83686
H -2.99751 -3.48890 -3.66889
H -3.96606 -5.12579 -3.79204
H -6.02820 -1.54928 -0.52636
H -5.35550 0.04101 0.23250
H -1.45153 1.64038 0.55044
H -2.78375 1.16365 1.79499
H -4.91667 2.26860 2.40393
H -5.49697 4.62024 3.78706
H -4.60187 7.13422 2.59387
H -3.28745 7.10237 0.15542
H -2.67856 4.69119 -1.19495
C -0.24355 3.75008 5.00802
C -1.09118 4.62486 4.10484
O -2.12659 5.28508 4.85582
C -1.95976 6.45221 5.52350
C -0.57370 6.97052 5.74865
O -2.93387 7.03015 6.00170
H 0.27308 4.33972 5.77045
H 0.50555 3.20632 4.42520
H -0.87101 3.02690 5.53923
H -0.49721 5.34418 3.53431
H -1.59988 3.99274 3.36977
H -0.21969 6.62918 6.72678
H -0.60930 8.06522 5.73981
H 0.13612 6.68206 4.97732
C -0.06706 3.45709 -6.27641
C 0.33563 2.06446 -6.72124
O 1.25626 1.47390 -5.78551
C 0.88479 0.80981 -4.66442
C -0.53190 0.91348 -4.19247
O 1.72432 0.19701 -4.00772
H -0.59118 3.43756 -5.31682
H -0.72130 3.92435 -7.01812
H 0.81846 4.08647 -6.14005
H -0.52384 1.41126 -6.89549
H 0.86879 2.13399 -7.67496
H -0.60495 1.72197 -3.45790
H -0.80649 -0.03339 -3.71525
H -1.25250 1.07310 -4.99076